(1)
The following is a DFT calculation (wB97M-V/def2-TZVPD) of one molecule with the formula C3H3N3O2.

Each atom is followed by the atoms it is bonded to, with distances in Å.
Positions of all 11 atoms, in Å:
1 C 0.0697 1.0670 0.2921  C3 1.468, N7 1.305, O10 1.253
2 C -1.1755 -0.8259 -1.2703  H5 0.999, N8 1.268, O11 1.400
3 C 0.5008 -0.3342 0.2210  C1 1.468, N8 1.389, N9 1.273
4 H 1.2995 1.3259 1.6786  O10 1.121
5 H -1.6938 -1.4954 -1.7996  C2 0.999
6 H 1.7385 -1.6078 0.7569  N9 1.014
7 N -1.1149 1.3573 -0.1726  C1 1.305, O11 1.330
8 N -0.1089 -1.1885 -0.6884  C2 1.268, C3 1.389
9 N 1.4469 -0.6689 1.0050  C3 1.273, H6 1.014
10 O 0.7147 1.9274 0.9352  C1 1.253, H4 1.121
11 O -1.6771 0.4429 -0.9579  C2 1.400, N7 1.330

Computed properties:
Kohn-Sham gap	0.3526	hartree
SMILES	[H]/N=c1\nconc1O
calculated total energy	-430.759391	hartree
largest force on an atom	7.79	eV/A
energy relative to the best compared isomer or geometry (same formula, charge and spin)	101.4	kcal per mole

---

(2)
The following is a DFT calculation (wB97M-V/def2-TZVPD) of one molecule with the formula C3H3N3O2.

Each atom is followed by the atoms it is bonded to, with distances in Å.
Positions of all 11 atoms, in Å:
1 C -1.5338 -0.7122 0.7915  H4 1.107, N7 1.434, O10 1.193
2 C 1.4361 0.4183 -0.9877  C3 1.501, H6 1.103, N9 1.307
3 C 0.3205 -0.5726 -0.8225  C2 1.501, N7 1.364, O11 1.203
4 H -1.7849 -1.5641 0.1304  C1 1.107
5 H 0.3176 1.2831 1.6295  N8 0.994
6 H 2.2154 0.4832 -1.7649  C2 1.103
7 N -0.3551 -0.0918 0.2608  C1 1.434, C3 1.364, N8 1.408
8 N 0.1938 1.1446 0.6528  H5 0.994, N7 1.408, N9 1.346
9 N 1.3458 1.2993 -0.0267  C2 1.307, N8 1.346
10 O -2.1068 -0.2820 1.7451  C1 1.193
11 O -0.0485 -1.4058 -1.6084  C3 1.203

Computed properties:
Kohn-Sham gap	0.3535	hartree
SMILES	O=Cn1[nH]ncc1=O
calculated total energy	-430.817056	hartree
largest force on an atom	2.79	eV/A
energy relative to the best compared isomer or geometry (same formula, charge and spin)	65.2	kcal per mole